[1]
Below is a molecular structure, C20H13N2O4SSn in a non-equilibrium geometry, with properties calculated with ωB97M-V with the def2-TZVPD basis set.

```
41
Properties=species:S:1:pos:R:3:mulliken_charge:R:1
Sn -0.356 -0.616 -1.146 1.15
O 1.192 -4.720 -2.442 -0.37
C 0.710 -3.666 -1.874 0.25
O 1.029 -2.510 -2.129 -0.55
C -0.308 -3.952 -0.808 0.52
C -0.691 -5.231 -0.433 -0.50
C -1.600 -5.360 0.607 -0.65
C -2.097 -4.217 1.227 -0.66
C -1.674 -2.981 0.770 0.92
N -0.796 -2.859 -0.228 -0.14
C -2.121 -1.648 1.310 0.67
O -2.748 -1.537 2.433 -0.38
O -1.864 -0.627 0.664 -0.53
H 1.863 -4.539 -3.126 0.44
H -0.280 -6.095 -0.937 0.54
H -1.915 -6.341 0.937 0.49
H -2.814 -4.318 2.032 0.24
H -2.899 -2.349 2.943 0.35
S 1.819 3.944 0.394 -0.21
C 2.924 2.689 -0.018 1.02
C 4.318 2.713 -0.003 -0.75
C 4.980 1.556 -0.346 -0.55
C 4.279 0.395 -0.712 -0.97
C 2.906 0.381 -0.740 -0.26
C 2.209 1.544 -0.386 0.57
N 0.832 1.684 -0.356 -0.21
C 0.503 2.893 0.046 -0.03
C -0.875 3.375 0.192 1.08
C -1.226 4.641 0.759 -0.35
C -2.529 5.083 0.871 -1.07
C -3.598 4.318 0.433 -0.13
C -3.353 3.043 -0.139 -1.43
C -2.050 2.832 -0.135 1.37
H 4.862 3.609 0.263 0.45
H 6.061 1.538 -0.331 0.43
H 4.833 -0.497 -0.971 0.43
H 2.368 -0.526 -1.014 -0.06
H -0.384 5.236 1.099 0.45
H -2.720 6.055 1.310 0.46
H -4.631 4.638 0.493 0.46
H -4.159 2.420 -0.508 0.50
```

As for the HOMO energy: -17.075 eV. For the LUMO energy, the calculation gives -11.71 eV. For the relative energy (zero: lowest compared OMol25 entry of this formula, charge and spin), the calculation gives 0.00 kJ/mol. For the total energy, the calculation gives -48759.335 eV. The charge is +3.

[2]
Below is a gas-phase ion, C6H9N2O2 (charge +1) in a non-equilibrium geometry, with properties calculated with ωB97M-V with the def2-TZVPD basis set.

```
19
Properties=species:S:1:pos:R:3:mulliken_charge:R:1
C 0.302 -0.678 -0.176 0.02
C 3.431 1.159 -0.080 -0.12
C -0.702 1.776 -0.813 -0.08
C -2.024 -0.258 0.073 -0.87
C -1.649 -1.697 0.562 -0.57
C -0.631 0.517 0.054 0.42
N 2.038 -0.710 -0.314 -0.57
N -0.256 -1.793 0.171 -0.02
O -0.049 2.706 -0.469 -0.40
O 2.308 0.590 -0.298 0.11
H 3.360 2.205 0.063 0.30
H 4.370 0.671 0.080 0.33
H -1.306 1.568 -1.673 0.36
H -2.368 -0.188 -0.954 0.40
H -2.818 0.265 0.640 0.40
H -1.852 -1.763 1.660 0.30
H -2.214 -2.449 0.139 0.40
H -0.217 0.782 1.086 0.27
H 0.278 -2.704 0.250 0.32
```

As for the HOMO energy (alpha / beta): -13.214 / -13.215 eV. For the LUMO energy (alpha / beta), the calculation gives -4.62 / -4.62 eV. For the relative energy (zero: lowest compared OMol25 entry of this formula, charge and spin), the calculation gives 655.02 kJ/mol. For the total energy, the calculation gives -13430.255 eV. The charge is +1.

[3]
Below is C16H13ClN2S in the gas phase, with properties calculated with ωB97M-V with the def2-TZVPD basis set.

```
33
Properties=species:S:1:pos:R:3:mulliken_charge:R:1
Cl -4.317 -1.904 0.611 -0.24
C -3.771 -0.271 0.464 0.24
C -4.369 0.722 1.220 -0.57
C -3.911 2.023 1.098 -0.51
C -2.871 2.324 0.239 -0.46
C -2.276 1.323 -0.518 0.67
C -1.113 1.624 -1.395 -1.14
S 0.443 1.822 -0.408 -0.17
C 0.305 0.458 0.675 0.29
N -0.601 0.342 1.608 -0.40
C -0.328 -0.821 2.248 -0.89
C 0.783 -1.402 1.710 -0.20
N 1.189 -0.586 0.687 0.32
C 2.315 -0.791 -0.130 0.26
C 2.220 -0.657 -1.510 -0.11
C 3.337 -0.866 -2.297 -0.69
C 4.544 -1.218 -1.718 -0.42
C 4.635 -1.361 -0.343 -0.62
C 3.525 -1.147 0.453 -0.34
C -2.732 0.016 -0.402 -0.38
H -5.173 0.479 1.897 0.43
H -4.367 2.804 1.687 0.38
H -2.505 3.337 0.162 0.38
H -1.214 2.581 -1.905 0.50
H -0.937 0.834 -2.125 0.39
H -0.948 -1.159 3.053 0.46
H 1.294 -2.314 1.939 0.47
H 1.276 -0.398 -1.963 0.37
H 3.261 -0.759 -3.368 0.38
H 5.414 -1.382 -2.336 0.38
H 5.574 -1.636 0.113 0.37
H 3.593 -1.243 1.527 0.50
H -2.277 -0.777 -0.976 0.35
```

As for the HOMO energy: -8.451 eV. For the LUMO energy, the calculation gives 0.65 eV. For the relative energy (zero: lowest compared OMol25 entry of this formula, charge and spin), the calculation gives 17.85 kJ/mol. For the total energy, the calculation gives -43141.066 eV. The charge is 0.

[4]
Below is C8H10 in the gas phase in a non-equilibrium geometry, with properties calculated with ωB97M-V with the def2-TZVPD basis set.

```
18
Properties=species:S:1:pos:R:3:mulliken_charge:R:1
C -0.861 2.350 -0.672 -1.20
C -0.669 0.977 -1.346 -0.08
C -1.532 -0.108 -0.760 -0.64
C -0.030 -0.167 -0.554 0.14
C 0.794 -0.040 0.622 -0.68
C 1.291 -1.139 1.252 0.18
C 2.038 -2.004 2.126 -0.57
C 1.251 -2.641 1.238 -0.44
H -0.675 3.190 -1.419 0.29
H -0.135 2.557 0.148 0.28
H -1.885 2.376 -0.274 0.28
H -0.603 0.913 -2.365 0.51
H -2.073 0.189 0.090 0.34
H -2.051 -0.812 -1.591 0.21
H 0.387 -0.951 -1.121 0.41
H 0.906 0.994 0.952 0.24
H 2.865 -2.091 2.810 0.33
H 0.983 -3.591 0.864 0.39
```

As for the HOMO energy: -7.509 eV. For the LUMO energy, the calculation gives 1.13 eV. For the relative energy (zero: lowest compared OMol25 entry of this formula, charge and spin), the calculation gives 516.85 kJ/mol. For the total energy, the calculation gives -8452.913 eV. The charge is 0.

[5]
Below is C3H4O3 in the gas phase, with properties calculated with ωB97M-V with the def2-TZVPD basis set.

```
10
Properties=species:S:1:pos:R:3:mulliken_charge:R:1
O 0.540 -0.726 -1.881 -0.49
C -0.050 -0.480 -0.655 -0.44
C -0.201 -0.132 1.925 -0.28
O -0.515 0.901 1.154 -0.23
C 0.109 0.918 -0.117 0.66
O 0.586 1.896 -0.596 -0.45
H 1.435 -0.368 -1.855 0.33
H -1.127 -0.675 -0.728 0.35
H 0.324 -1.096 0.189 0.42
H -1.102 -0.238 2.563 0.14
```

As for the HOMO energy: -9.248 eV. For the LUMO energy, the calculation gives -0.26 eV. For the relative energy (zero: lowest compared OMol25 entry of this formula, charge and spin), the calculation gives 410.65 kJ/mol. For the total energy, the calculation gives -9314.445 eV. The charge is 0.

[6]
Below is C22H26N6O4S in the gas phase in a non-equilibrium geometry, with properties calculated with ωB97M-V with the def2-TZVPD basis set.

```
59
Properties=species:S:1:pos:R:3:mulliken_charge:R:1
C 3.549 5.531 -1.109 -1.07
C 2.053 5.552 -1.408 -0.24
O 1.283 4.930 -0.391 -0.48
C 1.080 3.599 -0.418 0.81
C 1.721 2.696 -1.265 -0.56
C 1.379 1.357 -1.237 -0.44
C 0.395 0.908 -0.370 -1.19
N -0.039 -0.436 -0.450 1.07
C -1.167 -0.889 -1.072 0.60
C -2.155 0.009 -1.734 -1.07
C -1.448 0.785 -2.808 0.43
C -1.273 2.122 -2.786 -0.24
C -0.436 2.774 -3.771 -0.02
O -0.128 3.945 -3.788 -0.66
N 0.062 1.906 -4.742 0.00
C -0.116 0.548 -4.822 0.26
O 0.364 -0.141 -5.685 -0.64
N -0.893 0.030 -3.804 -0.03
N -1.205 -2.192 -1.041 -0.72
N -0.126 -2.627 -0.380 -0.48
C 0.570 -1.584 -0.027 0.40
S 2.047 -1.603 0.906 -0.28
C 1.385 -0.752 2.390 -0.85
C -0.038 -1.223 2.676 0.43
O -0.971 -0.444 2.675 -0.70
N -0.140 -2.534 2.921 -0.10
C -1.397 -3.209 3.176 -0.08
C -1.770 -4.162 2.021 -0.55
C -1.703 -5.584 2.594 -0.67
C -0.842 -5.457 3.848 -0.59
C -1.269 -4.106 4.415 -0.87
C -0.218 1.787 0.516 0.00
C 0.134 3.117 0.496 -1.13
H 4.082 6.071 -1.886 0.38
H 3.739 6.012 -0.152 0.31
H 3.932 4.515 -1.060 0.29
H 1.697 6.586 -1.420 0.38
H 1.826 5.101 -2.380 0.18
H 2.471 3.023 -1.965 0.50
H 1.867 0.659 -1.904 0.64
H -2.589 0.693 -1.004 0.28
H -2.943 -0.619 -2.154 0.42
H -1.690 2.737 -2.008 0.52
H 0.645 2.319 -5.462 0.25
H -1.025 -0.974 -3.803 0.31
H 1.396 0.326 2.225 0.35
H 2.061 -1.009 3.205 0.56
H 0.671 -3.123 2.795 0.34
H -2.133 -2.414 3.314 0.49
H -1.064 -4.035 1.199 0.14
H -2.761 -3.934 1.632 0.29
H -2.702 -5.923 2.872 0.28
H -1.292 -6.292 1.877 0.38
H -1.003 -6.273 4.550 0.38
H 0.216 -5.439 3.581 0.25
H -0.563 -3.698 5.138 0.35
H -2.242 -4.199 4.897 0.31
H -0.951 1.415 1.217 0.63
H -0.331 3.821 1.167 0.45
```

As for the HOMO energy: -8.787 eV. For the LUMO energy, the calculation gives 0.44 eV. For the relative energy (zero: lowest compared OMol25 entry of this formula, charge and spin), the calculation gives 0.00 kJ/mol. For the total energy, the calculation gives -51203.998 eV. The charge is 0.

[7]
Below is C16H19N3O4S in the gas phase in a non-equilibrium geometry, with properties calculated with ωB97M-V with the def2-TZVPD basis set.

```
43
Properties=species:S:1:pos:R:3:mulliken_charge:R:1
C -2.915 -3.420 2.292 -1.35
C -1.728 -3.617 1.232 -0.45
N -1.767 -2.753 0.071 -0.23
C -1.002 -1.627 0.287 0.34
O -0.078 -1.528 1.131 -0.59
N -1.239 -0.517 -0.851 0.30
C -2.425 -0.307 -1.499 0.76
O -3.209 -1.201 -1.575 -0.72
C -2.534 1.274 -1.984 -0.63
O -1.964 2.166 -1.084 -0.20
C -2.464 2.018 0.010 0.85
O -3.330 1.192 0.635 -0.62
C -1.775 2.915 1.073 -0.96
C -0.279 2.744 1.319 -0.61
C 0.499 3.004 0.395 -0.75
C 1.504 1.857 0.088 0.31
N 1.179 0.844 -0.614 -0.42
C 2.175 -0.032 -1.001 -0.34
C 2.243 -1.343 -1.532 -0.13
C 3.192 -2.460 -1.365 -0.78
C 4.257 -1.882 -0.495 -0.24
C 4.178 -0.932 0.414 -0.59
C 3.265 -0.019 0.221 0.64
S 2.997 1.648 0.912 -0.24
H -2.786 -4.198 2.971 0.42
H -3.744 -3.412 1.634 0.36
H -3.027 -2.487 2.715 0.38
H -1.735 -4.647 0.943 0.48
H -0.979 -3.408 2.038 0.17
H -2.732 -2.368 -0.271 0.40
H -0.481 0.209 -0.763 0.16
H -1.970 1.246 -3.008 0.34
H -3.505 1.078 -2.356 0.40
H -1.827 3.986 0.592 0.30
H -2.415 3.176 2.191 0.24
H -0.424 1.617 1.739 0.11
H -0.114 3.163 2.190 0.83
H 0.113 3.276 -0.653 0.26
H 1.238 3.803 0.291 0.50
H 1.315 -1.606 -2.207 0.17
H 3.157 -3.314 -1.965 0.47
H 5.037 -2.736 -0.337 0.24
H 5.025 -0.740 0.878 0.45
```

As for the HOMO energy: -8.763 eV. For the LUMO energy, the calculation gives 0.13 eV. For the relative energy (zero: lowest compared OMol25 entry of this formula, charge and spin), the calculation gives 1276.20 kJ/mol. For the total energy, the calculation gives -40385.303 eV. The charge is 0.

[8]
Below is CHBrCl2S in the gas phase in a non-equilibrium geometry, with properties calculated with ωB97M-V with the def2-TZVPD basis set.

```
6
Properties=species:S:1:pos:R:3:mulliken_charge:R:1
S 1.599 0.086 0.577 -0.11
C -0.445 0.243 -0.021 0.06
Cl -0.857 1.664 0.880 -0.09
Cl -1.321 -1.147 0.611 -0.06
Br -0.604 0.259 -1.995 0.02
H 1.627 -1.105 -0.051 0.17
```

As for the HOMO energy: -9.846 eV. For the LUMO energy, the calculation gives -0.67 eV. For the relative energy (zero: lowest compared OMol25 entry of this formula, charge and spin), the calculation gives 64.49 kJ/mol. For the total energy, the calculation gives -106974.474 eV. The charge is 0.

[9]
Below is a molecular structure, C16H24AsF3N3PdS5, with properties calculated with ωB97M-V with the def2-TZVPD basis set.

```
53
Properties=species:S:1:pos:R:3:mulliken_spin:R:1
Pd 0.172 0.109 0.823 0.98
S -4.549 3.703 -1.126 0.63
As -4.035 4.420 0.878 0.72
S -0.978 1.957 2.041 0.45
S -1.703 1.596 0.189 0.33
S -5.724 3.146 1.430 0.63
F 2.210 -5.949 -0.824 0.00
C 2.193 -4.714 -0.270 0.00
F 2.249 -4.899 1.057 0.00
F 3.345 -4.126 -0.638 0.00
C 0.986 -3.934 -0.704 -0.02
C 0.064 -4.517 -1.551 0.00
C -1.053 -3.804 -1.964 0.01
C -1.171 -2.502 -1.512 0.00
N -0.290 -1.923 -0.707 0.00
C 0.778 -2.610 -0.258 0.02
S 1.784 -1.755 0.861 0.12
H 0.218 -5.534 -1.885 0.00
H -1.797 -4.238 -2.616 0.00
H -2.008 -1.883 -1.820 0.00
C 2.004 1.170 -1.310 0.00
C 3.024 2.069 -2.051 0.00
N 3.736 2.926 -1.101 0.00
C 2.761 3.818 -0.471 0.00
C 1.617 3.006 0.187 -0.03
N 1.924 1.566 0.114 0.12
C 3.239 1.341 0.742 -0.01
C 4.334 2.083 -0.066 0.01
H 2.296 0.119 -1.332 0.00
H 1.004 1.248 -1.739 0.00
H 2.525 2.716 -2.775 0.00
H 3.753 1.465 -2.595 0.00
H 2.370 4.495 -1.232 0.00
H 3.286 4.424 0.270 0.00
H 0.658 3.172 -0.306 0.01
H 1.481 3.271 1.234 0.00
H 3.426 0.270 0.776 -0.01
H 3.175 1.708 1.768 0.01
H 5.003 1.372 -0.554 0.00
H 4.941 2.713 0.587 0.00
C -2.523 -1.337 1.951 0.02
C -3.472 -0.184 1.649 0.00
C -4.910 -0.698 1.591 0.03
C -3.193 0.541 0.338 0.00
H -2.728 -1.753 2.939 0.00
H -1.469 -1.038 1.959 0.00
H -2.629 -2.140 1.215 0.00
H -3.408 0.556 2.451 0.00
H -5.044 -1.377 0.743 0.00
H -5.607 0.133 1.486 -0.01
H -5.156 -1.251 2.501 0.00
H -4.012 1.227 0.112 0.00
H -3.094 -0.171 -0.486 0.00
```

As for the HOMO energy (alpha / beta): -2.914 / -4.308 eV. For the LUMO energy (alpha / beta), the calculation gives 2.40 / 1.33 eV. For the relative energy (zero: lowest compared OMol25 entry of this formula, charge and spin), the calculation gives 0.00 kJ/mol. Its multiplicity is 5. For the total energy, the calculation gives -148100.957 eV. The charge is -1.

[10]
Below is a molecular structure, C3HO2Sm in a non-equilibrium geometry, with properties calculated with ωB97M-V with the def2-TZVPD basis set.

```
7
Properties=species:S:1:pos:R:3:mulliken_spin:R:1
O 0.718 0.118 1.206 0.00
O -1.331 0.323 0.460 0.00
C -0.098 0.165 0.251 0.03
Sm -1.063 0.721 2.998 6.97
C -0.038 -0.651 -2.176 0.00
C 0.384 -0.053 -1.136 0.00
H 1.429 -0.623 -1.603 0.00
```

As for the HOMO energy (alpha / beta): -5.592 / -10.499 eV. For the LUMO energy (alpha / beta), the calculation gives -0.09 / -0.16 eV. Its multiplicity is 8. For the total energy, the calculation gives -25120.873 eV. The charge is 0.

[11]
Below is C6H10O in the gas phase, with properties calculated with ωB97M-V with the def2-TZVPD basis set.

```
17
Properties=species:S:1:pos:R:3:mulliken_charge:R:1
C -2.195 0.189 0.064 -1.48
C -0.695 0.208 0.299 0.48
C -0.024 -1.145 0.057 -0.67
C 1.518 -0.988 0.087 -0.18
C 2.163 0.312 0.047 -0.86
C 1.244 1.396 -0.342 -0.27
O -0.135 1.168 -0.582 -0.39
H -2.680 -0.548 0.715 0.38
H -2.410 -0.074 -0.977 0.35
H -2.632 1.172 0.265 0.35
H -0.495 0.513 1.344 0.26
H -0.363 -1.540 -0.910 0.33
H -0.347 -1.863 0.822 0.36
H 2.038 -1.766 0.658 0.42
H 2.007 -1.052 -0.934 0.22
H 1.389 2.022 0.565 0.30
H 1.617 1.997 -1.179 0.40
```

As for the HOMO energy: -8.402 eV. For the LUMO energy, the calculation gives 0.92 eV. For the relative energy (zero: lowest compared OMol25 entry of this formula, charge and spin), the calculation gives 313.19 kJ/mol. For the total energy, the calculation gives -8427.994 eV. The charge is 0.

[12]
Below is 3 unconnected molecules or ions with the total composition C13H22NO7P, with properties calculated with ωB97M-V with the def2-TZVPD basis set.

```
44
Properties=species:S:1:pos:R:3:mulliken_charge:R:1
C 1.168 -0.315 -4.743 -1.41
C -0.188 -0.110 -4.113 0.47
C -0.227 0.927 -3.009 -0.47
O -1.272 0.431 -2.159 -0.23
C -1.333 -0.914 -2.325 0.65
O -1.931 -1.654 -1.612 -0.53
O -0.614 -1.290 -3.402 -0.35
H 1.093 -0.934 -5.636 0.36
H 1.604 0.643 -5.026 0.36
H 1.837 -0.818 -4.046 0.35
H -0.942 0.106 -4.873 0.24
H -0.473 1.925 -3.361 0.35
H 0.703 0.960 -2.436 0.24
C 2.405 0.438 1.674 -1.25
C 3.134 -0.819 1.269 0.48
C 4.618 -0.830 1.569 -0.52
O 5.139 -1.657 0.520 -0.35
C 4.294 -1.572 -0.536 0.58
O 4.533 -1.963 -1.630 -0.53
O 3.138 -0.972 -0.164 -0.27
H 1.334 0.296 1.596 0.16
H 2.643 0.704 2.704 0.36
H 2.681 1.265 1.020 0.37
H 2.649 -1.702 1.693 0.26
H 4.862 -1.255 2.538 0.33
H 5.063 0.164 1.484 0.32
C -4.646 -0.059 1.859 -1.53
C -3.204 -0.556 1.717 0.71
C -2.620 -0.895 3.087 -1.52
C -2.387 0.463 0.899 -0.25
P -1.735 1.874 1.859 -0.12
O -0.191 1.953 1.048 -0.19
C 0.498 2.923 1.562 0.54
N 1.013 3.783 2.134 -0.52
H -5.263 -0.803 2.359 0.42
H -5.070 0.129 0.874 0.40
H -4.661 0.860 2.449 0.34
H -3.209 -1.474 1.129 0.24
H -1.720 -1.505 3.001 0.32
H -3.344 -1.504 3.632 0.44
H -2.431 -0.015 3.694 0.40
H -1.556 -0.034 0.399 -0.07
H -3.008 0.857 0.096 0.41
H -2.386 2.950 1.207 0.02
```

As for the HOMO energy: -9.698 eV. For the LUMO energy, the calculation gives 0.38 eV. For the total energy, the calculation gives -38948.842 eV. The charge is 0.